Arrangement P

24
Properties=species:S:1:pos:R:3 method="wB97M-V/def2-TZVPD" homo_lumo_gap_ha="0.2500 / 0.3264" homo_ev="-7.621 / -8.408"
C -0.93 -1.45 -0.27
C -1.92 -0.71 0.23
C 0.09 -1.06 -1.32
C 0.75 0.23 -1.09
C -2.99 -1.30 1.09
C 3.00 0.45 -0.12
C 1.15 1.93 0.69
C 1.49 0.53 0.16
O -3.57 1.18 -0.52
S -2.16 1.04 -0.11
H -0.87 -2.48 0.05
H 0.85 -1.86 -1.32
H -0.39 -1.07 -2.30
H 0.77 0.98 -1.87
H -2.59 -2.05 1.77
H -3.75 -1.77 0.46
H -3.49 -0.52 1.67
H 3.28 1.16 -0.90
H 3.28 -0.55 -0.46
H 3.57 0.68 0.78
H 0.09 2.01 0.90
H 1.40 2.68 -0.06
H 1.71 2.14 1.59
H 1.24 -0.21 0.93

---

Arrangement Q

24
Properties=species:S:1:pos:R:3 method="wB97M-V/def2-TZVPD" homo_lumo_gap_ha=0.3131 homo_ev=-7.939
C 1.16 1.47 -1.57
C 1.95 0.70 -0.87
C -0.57 -1.20 -0.15
C -0.96 -1.82 -1.46
C -0.67 0.41 1.62
C -2.21 0.69 -0.39
C 2.47 -0.01 1.47
C -1.09 -0.08 0.23
O 0.58 -1.69 0.50
S 2.08 -0.68 -0.15
H 1.52 2.42 -1.96
H 0.10 1.01 -1.48
H -0.35 -1.35 -2.17
H -1.98 -1.79 -1.74
H -0.46 -2.81 -1.48
H -0.20 -0.28 2.20
H -1.56 0.60 2.16
H -0.11 1.39 1.49
H -3.29 0.07 -0.38
H -1.88 1.07 -1.33
H -2.27 1.72 0.18
H 3.63 -0.15 1.53
H 2.08 -0.59 2.26
H 2.03 0.93 1.49

---

Winner for stability: arrangement P

---

Arrangement P

10
Properties=species:S:1:pos:R:3 method="wB97M-V/def2-TZVPD" homo_lumo_gap_ha="0.3269 / 0.3275" homo_ev="-8.547 / -8.550"
N 0.38 -0.05 -0.37
N 0.17 -0.39 -1.67
N 0.94 -1.31 2.30
N -0.04 0.97 0.14
O -0.86 1.92 -0.62
O 0.06 -1.93 2.86
H -0.65 0.22 -2.08
H 0.52 -1.29 -2.04
H 0.72 -0.70 1.48
H -1.24 2.56 0.00

---

Arrangement Q

10
Properties=species:S:1:pos:R:3 method="wB97M-V/def2-TZVPD" homo_lumo_gap_ha=0.3564 homo_ev=-8.904
N -2.08 -0.25 -0.26
N -0.78 -0.75 -0.37
N 0.17 0.18 -0.25
N 1.34 -0.01 0.11
O 1.92 -1.02 0.49
O 2.10 1.18 -0.10
H -2.22 0.23 0.63
H -2.22 0.44 -0.99
H -0.64 -1.66 0.04
H 2.40 1.66 0.69

---

Winner for stability: arrangement Q

---

Arrangement P

13
Properties=species:S:1:pos:R:3 method="wB97M-V/def2-TZVPD" homo_lumo_gap_ha=0.3200 smiles=Nc1cscc1N homo_ev=-7.867
C -1.35 -1.31 0.04
C -1.32 1.20 0.04
C -0.06 -0.86 0.03
C -0.06 0.73 0.01
N 1.12 -1.66 0.04
N 1.12 1.44 -0.15
S -2.54 -0.09 0.02
H -1.66 -2.32 -0.14
H -1.65 2.29 0.01
H 1.62 -1.54 -0.87
H 1.69 -1.32 0.83
H 1.07 2.36 0.05
H 2.03 1.10 0.08

---

Arrangement Q

13
Properties=species:S:1:pos:R:3 method="wB97M-V/def2-TZVPD" homo_lumo_gap_ha="0.2195 / 0.2187" homo_ev="-9.035 / -9.014"
C -1.53 0.03 -0.76
C -1.62 0.03 0.68
C -1.36 2.01 -0.03
C 1.48 -0.11 0.02
N -1.37 1.28 -1.16
N -1.50 1.28 1.09
S 1.73 1.63 -0.01
H -1.62 -0.79 -1.44
H -1.77 -0.79 1.35
H -1.28 3.08 -0.03
H 0.38 -0.30 -0.08
H 1.80 -0.53 0.97
H 1.97 -0.59 -0.82

---

Winner for stability: arrangement P

---

Arrangement P

13
Properties=species:S:1:pos:R:3 method="wB97M-V/def2-TZVPD" homo_lumo_gap_ha=0.2881 homo_ev=-8.273
C 2.47 0.63 0.11
C 0.92 -1.35 -0.16
C -0.36 -0.89 -0.29
C -1.16 0.43 -0.20
H 1.92 2.55 -0.33
H 3.48 0.80 -0.06
H 3.04 -1.47 0.71
H 1.01 -2.44 0.04
H -1.16 -1.56 -0.51
H -0.64 1.32 -0.24
N 1.60 1.54 -0.05
N 2.17 -0.80 0.21
S -2.83 0.17 0.16

---

Arrangement Q

13
Properties=species:S:1:pos:R:3 method="wB97M-V/def2-TZVPD" homo_lumo_gap_ha=0.3378 smiles="S[C@@H]1[C@@H]2C=NN[C@H]12" homo_ev=-8.415
C -0.15 0.19 -1.14
C 0.67 -0.65 -0.31
C -0.58 0.11 1.33
C -0.73 -0.58 0.06
H -1.44 2.09 -1.28
H -0.43 -0.43 -2.05
H 1.03 -1.57 -0.84
H 2.48 -0.36 1.03
H -1.39 0.35 1.95
H -1.49 -1.25 -0.10
N 1.48 -0.09 0.74
N 0.59 0.27 1.76
S -0.05 1.92 -1.16

---

Winner for stability: arrangement Q